DFT (wB97M-V/def2-TZVPD) results for a structure of composition C22H24BrN5O2PdS2Se.

Properties
E = -7176.18175 a.u.
gap between HOMO and LUMO (alpha / beta) = 6.80 / 3.89 eV
strongest force on any atom = 0.0103 hartree/bohr
LUMO energy (alpha / beta) = -0.20408 / -0.31072 Eh
spin multiplicity = 3
total charge = +2
HOMO (alpha / beta) = -12.351 / -12.348 eV
⟨S²⟩ = 2.009

Structure (XYZ):
```
58
Properties=species:S:1:pos:R:3:forces:R:3:mulliken_spin:R:1
Pd -0.297 -0.988 -0.954 -0.14 0.45 0.24 1.140
C 0.951 0.837 -3.489 -0.02 0.04 0.01 -0.001
O 0.750 0.813 -2.067 0.04 0.00 -0.09 0.033
C 0.749 2.035 -1.412 -0.06 -0.05 -0.22 -0.029
C 0.658 3.251 -2.060 0.01 -0.01 0.02 -0.003
C 0.586 4.410 -1.293 0.00 -0.03 0.00 0.002
Br 0.432 6.065 -2.167 0.01 0.07 -0.04 0.001
C 0.619 4.360 0.084 0.08 -0.02 0.02 0.001
C 0.733 3.129 0.730 -0.01 0.11 0.18 0.017
C 0.784 1.972 -0.028 -0.05 -0.21 0.13 0.027
O 0.803 0.704 0.539 0.00 0.14 -0.03 0.032
C 0.731 3.092 2.204 0.08 -0.02 -0.16 0.002
N 0.046 3.905 2.939 -0.06 -0.07 0.22 0.000
C 0.315 3.524 4.254 -0.13 0.17 -0.13 0.001
C -0.161 4.067 5.447 -0.04 0.02 0.02 0.000
C 0.286 3.507 6.624 0.01 -0.04 0.01 0.000
C 1.187 2.427 6.629 -0.04 0.06 0.04 0.000
C 1.659 1.873 5.457 -0.03 0.01 -0.09 0.000
C 1.192 2.443 4.276 0.18 -0.12 -0.05 0.000
N 1.432 2.144 2.936 -0.12 -0.17 0.04 0.001
H 0.094 1.281 -3.996 -0.01 0.01 0.00 -0.001
H 1.064 -0.198 -3.800 0.00 -0.01 0.01 0.002
H 1.857 1.392 -3.727 0.01 0.00 0.00 0.000
H 0.627 3.322 -3.136 0.00 0.00 -0.01 0.000
H 0.565 5.257 0.684 -0.02 0.00 -0.01 0.000
H 0.545 0.791 1.473 0.10 -0.02 0.04 -0.008
H -0.853 4.897 5.435 0.03 0.01 0.01 0.000
H -0.059 3.905 7.569 0.01 0.00 0.00 0.000
H 1.521 2.024 7.575 0.00 0.01 0.00 0.000
H 2.358 1.048 5.467 -0.01 -0.01 -0.01 0.000
H 2.223 1.616 2.603 0.07 0.13 -0.01 0.000
S -2.132 -0.275 0.357 -0.03 -0.23 -0.37 0.288
C -3.556 -0.854 -0.382 0.14 -0.04 0.05 -0.017
N -4.754 -0.490 0.001 -0.15 -0.02 0.11 0.022
C -5.882 -0.933 -0.830 0.03 -0.02 0.00 0.000
C -5.395 -2.204 -1.517 0.03 0.03 0.01 0.003
S -3.594 -1.956 -1.712 0.02 0.04 0.00 -0.003
H -4.881 0.155 0.770 0.01 0.03 -0.04 0.002
H -6.119 -0.150 -1.551 0.00 0.02 -0.01 0.000
H -6.754 -1.119 -0.208 0.01 -0.01 0.02 0.000
H -5.848 -2.346 -2.494 0.00 0.01 0.00 0.001
H -5.545 -3.090 -0.904 -0.03 0.00 0.00 0.000
C 4.220 -3.228 -1.704 -0.10 -0.06 -0.02 0.002
N 2.982 -3.843 -2.202 0.17 0.10 -0.05 0.017
C 2.922 -4.757 -3.226 -0.03 0.00 0.05 0.014
C 1.621 -5.101 -3.375 0.04 -0.03 0.03 0.020
N 0.909 -4.401 -2.430 -0.27 -0.04 -0.10 0.012
C -0.539 -4.490 -2.241 0.10 -0.02 0.02 0.032
C 1.747 -3.629 -1.723 0.07 0.02 0.11 -0.024
Se 1.375 -2.529 -0.235 0.04 -0.32 0.01 0.432
H 4.981 -3.331 -2.471 0.00 0.00 -0.01 0.001
H 4.545 -3.729 -0.796 0.00 -0.01 0.01 -0.001
H 4.042 -2.176 -1.501 0.00 0.02 -0.01 -0.001
H 3.799 -5.088 -3.754 0.01 0.01 0.01 0.002
H 1.153 -5.789 -4.056 -0.02 0.03 0.00 0.002
H -0.930 -5.207 -2.956 0.01 -0.03 0.01 0.003
H -1.003 -3.523 -2.423 0.02 0.02 -0.01 -0.027
H -0.762 -4.820 -1.229 0.01 0.01 0.02 0.004
```
Forces are in eV/Å.